Computed, not measured: a structure of composition C7H12NO4OsS5, with ωB97M-V/def2-TZVPD.

Summary:
E: -2710.934017 a.u.
Expectation value of S²: 6.0425
Energy relative to the best compared isomer or geometry (same formula, charge and spin): 0.0 kcal/mol
Charge: +1
Maximum force: 4.69 eV/Å
2S+1: 5

Structure (XYZ):
```
30
Properties=species:S:1:pos:R:3:forces:R:3
Os -0.533 0.222 0.556 -0.7 -0.5 -3.2
C -0.553 -0.452 -3.271 0.3 0.6 0.3
C -1.634 -1.149 -2.469 0.0 0.0 0.3
S -1.211 -1.733 -0.760 0.4 0.1 -0.5
C 0.317 -2.737 -1.081 -0.2 0.0 0.2
C 1.550 -2.385 -0.267 0.1 0.5 0.3
S 2.101 -0.636 -0.267 0.1 -0.5 -1.5
C 2.525 -0.445 -2.067 -0.2 0.1 0.7
C 1.924 0.805 -2.683 -0.6 0.1 0.0
S 0.128 1.047 -2.450 0.3 -0.5 0.0
H -0.996 -0.111 -4.208 0.0 -0.2 0.0
H 0.274 -1.116 -3.508 0.0 0.0 -0.1
H -1.977 -2.032 -3.010 -0.1 0.0 0.1
H -2.481 -0.481 -2.311 -0.1 -0.1 0.0
H 0.504 -2.686 -2.150 -0.1 0.0 0.0
H 0.027 -3.760 -0.834 0.0 0.0 -0.1
H 2.389 -2.993 -0.612 -0.1 0.0 0.1
H 1.381 -2.583 0.792 0.1 -0.1 -0.1
H 2.243 -1.346 -2.602 0.0 -0.1 0.0
H 3.610 -0.351 -2.113 0.0 -0.1 0.0
H 2.117 0.827 -3.756 0.2 0.1 0.0
H 2.350 1.700 -2.232 0.1 0.1 -0.1
O 0.575 0.479 3.934 -0.3 0.0 -0.3
S 1.006 0.396 2.589 3.6 0.2 3.0
O 2.403 0.366 2.280 -0.5 0.3 0.5
O 0.329 1.495 1.723 -0.8 0.5 -0.5
O 0.386 -0.823 1.860 -0.5 -1.3 0.8
S -3.785 3.305 -0.223 0.4 -0.4 0.0
C -2.674 2.199 -0.181 -1.5 1.3 -0.3
N -1.830 1.359 -0.203 0.2 -0.1 0.2
```
Positions in Å, forces in eV/Å.

***

Computed, not measured: an isolated molecule of C7H12NP, with ωB97M-V/def2-TZVPD.

Summary:
E: -669.731800 a.u.
Energy relative to the best compared isomer or geometry (same formula, charge and spin): 150.2 kcal/mol
Maximum force: 4.84 eV/Å

Structure (XYZ):
```
21
Properties=species:S:1:pos:R:3:forces:R:3
C 0.142 0.613 -1.171 -1.2 -1.1 -2.1
C -1.787 -1.799 -1.861 -0.5 0.2 -0.1
C 0.514 0.482 0.040 1.2 0.5 0.8
C -0.407 1.877 -1.738 3.5 1.6 -2.2
C -0.870 0.875 2.458 4.2 2.4 0.6
C 0.867 -2.203 -0.947 0.1 1.0 1.0
C 0.403 0.005 2.320 0.6 0.1 1.0
N 1.116 0.343 1.064 0.4 -0.6 2.3
P -0.222 -1.064 -1.857 1.9 0.2 -1.8
H -1.422 1.766 -1.697 -2.8 0.6 0.0
H -0.105 2.114 -2.869 -0.5 -0.9 2.3
H 0.016 2.763 -1.182 -0.9 -0.9 -0.3
H -1.411 0.562 3.298 -1.1 0.0 1.1
H -0.560 2.022 2.403 -0.7 -2.4 0.8
H -1.310 0.725 1.558 -2.3 -0.5 -2.4
H 0.431 -1.988 0.062 1.0 -0.9 -0.4
H 1.932 -1.932 -1.048 -0.5 0.4 0.4
H 0.831 -3.247 -1.218 -0.7 -0.2 -0.1
H 0.125 -1.067 2.272 0.1 0.5 -0.1
H 1.127 0.078 3.191 -0.8 0.2 -1.1
H 0.590 -0.923 -3.077 -0.9 -0.1 0.4
```
Positions in Å, forces in eV/Å.

***

Computed, not measured: the ion C7H12NS with charge +1, with ωB97M-V/def2-TZVPD.

Summary:
E: -726.457638 a.u.
Energy relative to the best compared isomer or geometry (same formula, charge and spin): 74.3 kcal/mol
Charge: +1
Maximum force: 5.46 eV/Å

Structure (XYZ):
```
21
Properties=species:S:1:pos:R:3:forces:R:3
C -1.457 0.203 1.322 -1.9 0.5 1.0
C -1.012 1.584 0.822 0.4 0.0 2.0
C -1.035 -1.059 -0.869 2.9 3.3 1.7
C -0.617 -0.820 0.630 -2.0 -1.3 -1.7
C 0.704 -0.213 0.502 2.3 0.8 -1.0
C 0.502 1.311 0.571 0.7 3.1 4.4
C 0.961 0.040 -1.010 -3.8 -3.5 0.0
N 1.884 -0.887 -1.729 -0.6 -0.4 2.5
S 1.188 1.726 -1.011 0.4 0.7 -1.2
H -1.227 0.136 2.427 -0.7 0.0 -1.1
H -2.561 0.057 1.068 1.3 0.0 1.0
H -1.502 1.792 -0.091 -0.5 0.5 -1.1
H -1.320 2.394 1.606 1.0 -1.3 -1.6
H -0.822 -1.961 -1.325 0.5 -2.0 -0.7
H -1.900 -0.590 -1.259 -0.7 0.6 -0.3
H -0.688 -1.746 1.160 0.2 -0.7 0.4
H 1.507 -0.688 1.126 -0.3 0.8 -0.5
H 1.172 1.877 1.343 -1.4 -1.2 -1.0
H 1.363 -1.690 -2.140 0.9 0.8 0.0
H 2.384 -1.147 -0.847 0.4 -0.7 -1.5
H 2.477 -0.318 -2.295 0.7 -0.2 -1.2
```
Positions in Å, forces in eV/Å.

***

Q: Which value of maximum force does entry 2 give?
A: 4.84 eV/Å

***

Q: Number 2 is which compound?
A: C7H12NP